A structure of composition C48H62As3ClCsF3N6O4P in a non-equilibrium geometry, computed with ωB97M-V with the def2-TZVPD basis set.

The geometry in XYZ format:
```
129
Properties=species:S:1:pos:R:3:lowdin_charge:R:1
Cs -1.15603 -1.46056 0.37663 1.20
Cl -2.97469 -8.07809 1.36408 0.59
C -2.99459 -6.51074 0.58133 -0.69
C -4.01248 -5.59647 0.88617 -0.12
C -4.03816 -4.37270 0.27700 -0.01
C -3.06067 -3.96050 -0.69406 -0.46
O -3.12128 -2.81629 -1.23216 -0.25
C -2.01835 -4.91913 -0.95833 -0.15
C -0.90412 -4.66169 -1.84189 -0.10
N -0.68710 -3.58856 -2.50365 0.11
C 0.42929 -3.52320 -3.32632 -0.22
C 0.72680 -4.47684 -4.27270 -0.03
C 1.84017 -4.33935 -5.12866 -0.09
C 2.65585 -3.24940 -5.04927 -0.06
C 2.38305 -2.23862 -4.09391 -0.16
C 3.18487 -1.08284 -3.95447 -0.02
C 2.86475 -0.14933 -3.01451 -0.04
C 1.73498 -0.37552 -2.19807 -0.13
N 0.97235 -1.43080 -2.29340 0.11
C 1.27221 -2.36517 -3.23012 -0.15
C -2.01901 -6.16914 -0.31222 -0.09
H -4.76991 -5.86633 1.61159 0.10
H -4.81894 -3.65921 0.51209 0.11
H -0.17059 -5.48197 -1.89467 0.13
H 0.07416 -5.33568 -4.37008 0.11
H 2.04089 -5.11384 -5.85894 0.10
H 3.51151 -3.13993 -5.70481 0.10
H 4.04547 -0.95578 -4.60164 0.11
H 3.45329 0.74827 -2.88412 0.08
H 1.45758 0.35598 -1.44332 0.09
H -1.22119 -6.87148 -0.52829 0.10
C 2.77373 1.39314 3.21728 -0.33
As 1.96895 2.69572 1.97957 1.12
C 0.55919 1.48243 1.36409 -0.37
C 3.32876 2.37113 0.55619 -0.36
C 3.68785 3.47244 -0.45948 -0.71
C 4.95684 3.00874 -1.19003 -0.09
C 2.59195 3.66324 -1.51776 -0.37
As 0.85207 4.40945 -0.93127 1.14
C 1.15068 6.29000 -1.43168 -0.35
C -0.06701 3.90601 -2.58521 -0.34
C 3.97828 4.78209 0.28375 -0.40
As 4.70751 6.25854 -0.80702 1.10
C 6.61569 5.98078 -0.41628 -0.35
C 4.43934 7.64271 0.56076 -0.35
H 3.64566 1.83341 3.70412 0.01
H 3.07828 0.49639 2.67267 0.02
H 2.02992 1.11327 3.96504 0.01
H -0.09296 1.95082 0.62810 -0.02
H -0.02468 1.19812 2.24189 0.02
H 1.02046 0.58554 0.94681 -0.02
H 3.04958 1.45521 0.02517 0.07
H 4.23734 2.13309 1.11894 0.07
H 4.79696 2.02939 -1.64430 0.07
H 5.79661 2.92126 -0.49585 0.08
H 5.23519 3.70572 -1.98647 0.06
H 2.35472 2.68739 -1.95475 0.05
H 2.96057 4.29497 -2.33309 0.06
H 1.70213 6.37382 -2.36913 0.01
H 1.69423 6.81246 -0.64372 -0.02
H 0.17549 6.76571 -1.53988 0.02
H 0.50138 4.21982 -3.46376 0.03
H -1.05456 4.36599 -2.59336 0.01
H -0.19247 2.82261 -2.59501 0.00
H 4.68390 4.59794 1.10159 0.08
H 3.06084 5.15715 0.74712 0.03
H 6.99561 5.13235 -0.98308 0.00
H 6.76913 5.79846 0.64846 0.02
H 7.17277 6.87054 -0.71092 0.01
H 3.38437 7.90962 0.61265 0.00
H 5.00811 8.53331 0.29388 0.01
H 4.76495 7.28662 1.53911 0.02
C 2.78942 -2.61151 7.43927 -0.05
C 3.76412 -2.78243 6.28392 -0.31
C 4.51030 -4.10400 6.40343 -0.15
C 5.55952 -4.21686 5.31264 -0.14
C 4.94281 -3.97534 3.96098 -0.14
C 5.53940 -4.47000 2.82223 0.04
C 4.96808 -4.23926 1.57743 -0.26
F 5.59374 -4.74304 0.48762 0.05
C 3.81138 -3.53112 1.43598 0.07
C 3.18214 -3.02676 2.57936 -0.04
C 1.94012 -2.24092 2.39336 -0.33
O 1.56261 -1.95741 1.25402 -0.11
C 1.31258 -1.81289 3.61699 -0.04
C 1.94714 -2.02864 4.79302 0.02
N 3.10418 -2.72444 4.96626 0.02
C 3.74226 -3.24361 3.84524 -0.08
C -0.01684 -1.05011 3.69170 -0.70
O -0.04593 -0.10454 4.49973 -0.03
O -0.93583 -1.47955 2.95467 -0.31
H 3.32529 -2.80219 8.36953 0.08
H 1.96691 -3.32456 7.36273 0.10
H 2.37445 -1.60774 7.50080 0.08
H 4.50168 -1.96997 6.32560 0.16
H 3.78866 -4.92285 6.32628 0.13
H 4.97361 -4.16044 7.38960 0.12
H 6.03804 -5.19755 5.32823 0.12
H 6.34735 -3.47805 5.49398 0.12
H 6.45518 -5.04494 2.88728 0.13
H 3.36082 -3.34240 0.47080 0.13
H 1.50272 -1.60058 5.67746 0.12
F -4.87820 3.28594 -1.02687 -0.08
C -3.59973 2.84497 -0.64249 -0.49
F -2.79342 3.97177 -0.78553 -0.09
H -3.66955 2.65374 0.43582 0.10
C -4.33988 -1.08402 -3.45022 -0.13
N -3.04784 -0.60438 -4.09640 -0.10
C -3.36745 0.58457 -4.95944 -0.15
N -3.99089 1.62264 -4.21199 -0.14
C -5.20570 1.12049 -3.57331 -0.17
N -4.96996 -0.03438 -2.72476 -0.14
C -4.28675 0.29791 -1.46079 -0.29
P -2.75911 1.36689 -1.66109 0.92
C -2.07346 -0.20097 -3.01966 -0.25
C -3.09305 2.30398 -3.25960 -0.31
H -4.07034 -1.91123 -2.79359 0.11
H -4.98348 -1.41692 -4.27153 0.13
H -2.69122 -1.36645 -4.67862 0.17
H -4.03998 0.23501 -5.74925 0.13
H -2.42956 0.93032 -5.39454 0.13
H -5.91218 0.83581 -4.36031 0.12
H -5.63888 1.91989 -2.97453 0.13
H -3.99432 -0.65658 -1.01734 0.05
H -5.01416 0.77878 -0.80433 0.08
H -1.82238 -1.12837 -2.50530 0.00
H -1.17512 0.16227 -3.53283 0.06
H -2.14010 2.45129 -3.76768 0.06
H -3.51534 3.28770 -3.05443 0.08
```

ΔE to the lowest compared entry with this formula, charge and spin	0.012	eV
total charge	-1